Record 1
116
Properties=species:S:1:pos:R:3:forces:R:3:lowdin_charge:R:1 method="wB97M-V/def2-TZVPD" charge=-1 e_homo_ha=-0.2180 gap_ha=0.27835
C 1.379 -1.198 4.816 -0.574 0.694 -0.106 -0.07
C 0.222 -0.555 3.965 -0.343 -0.561 -0.117 -0.40
C 0.724 0.327 2.794 0.512 -0.384 0.348 -0.07
C -0.747 -1.691 3.466 -0.087 0.242 0.944 -0.20
C -1.847 -1.875 4.568 0.510 -0.461 -0.419 -0.23
S -3.179 -0.614 4.428 -3.772 -0.371 -1.451 0.60
O -3.150 -0.097 3.031 0.974 -0.266 1.998 -0.39
O -4.473 -1.346 4.635 2.611 0.826 0.550 -0.41
N -3.061 0.557 5.635 0.106 0.775 -3.023 -0.32
S -2.754 2.065 4.995 3.356 1.957 3.634 0.57
O -2.864 3.033 6.142 -0.907 -2.160 -2.239 -0.39
O -1.382 2.220 4.426 -2.827 -0.735 -0.403 -0.36
O -3.866 2.553 3.875 0.647 -0.774 0.923 -0.21
H 2.306 -0.632 4.614 -0.166 -0.596 0.083 0.07
H 1.167 -1.090 5.897 0.084 -0.106 -0.440 0.07
H 1.456 -2.274 4.589 0.439 0.515 0.001 0.06
H -0.378 0.054 4.670 0.376 0.009 -0.673 0.09
H 1.225 1.234 3.188 -0.380 -0.367 -0.217 0.08
H 1.497 -0.246 2.240 -0.338 0.219 0.114 0.06
H -0.075 0.613 2.088 0.288 -0.052 0.508 0.06
H -0.229 -2.671 3.371 -0.100 0.566 0.060 0.10
H -1.191 -1.473 2.479 0.006 0.079 0.584 0.09
H -2.342 -2.861 4.461 -0.158 0.732 -0.029 0.09
H -1.385 -1.878 5.575 -0.351 0.340 -0.474 0.10
H -3.329 3.026 3.227 0.195 -0.084 -0.227 0.07
C -6.594 3.697 1.380 0.160 -0.200 -0.127 -0.17
C -6.208 4.697 2.455 -0.113 0.113 0.264 -0.17
C -5.600 5.821 1.634 0.165 -0.004 -0.129 -0.20
O -6.270 5.813 0.365 -0.035 -0.127 0.093 -0.15
C -7.038 4.609 0.249 -0.142 0.164 -0.008 -0.21
H -7.368 2.996 1.689 0.030 0.014 -0.001 0.12
H -5.715 3.122 1.075 -0.056 -0.028 0.025 0.11
H -7.105 5.054 2.970 0.040 0.002 0.005 0.12
H -5.523 4.297 3.201 -0.050 -0.011 -0.016 0.10
H -4.533 5.650 1.453 0.015 0.018 0.085 0.12
H -5.719 6.799 2.104 -0.015 0.022 -0.102 0.11
H -8.098 4.873 0.345 -0.031 -0.084 -0.026 0.11
H -6.878 4.168 -0.737 0.032 0.096 -0.021 0.11
C 4.306 -3.404 0.283 0.158 -0.270 -0.005 -0.17
C 3.009 -2.996 -0.391 -0.113 0.259 -0.107 -0.18
C 2.040 -2.981 0.781 -0.120 -0.130 0.145 -0.20
O 2.805 -2.629 1.940 0.126 -0.117 -0.207 -0.15
C 4.199 -2.697 1.623 -0.096 0.236 0.104 -0.20
H 5.198 -3.122 -0.277 -0.047 0.027 -0.010 0.10
H 4.324 -4.488 0.432 0.025 0.029 0.007 0.11
H 3.110 -1.992 -0.809 -0.003 -0.060 -0.033 0.11
H 2.699 -3.669 -1.191 0.007 0.011 0.018 0.11
H 1.605 -3.972 0.951 -0.057 0.005 -0.065 0.12
H 1.228 -2.263 0.649 0.026 0.017 0.119 0.11
H 4.583 -1.673 1.564 0.091 -0.029 -0.012 0.12
H 4.729 -3.221 2.421 -0.079 0.030 0.056 0.11
C 6.225 -3.158 -4.669 0.172 -0.357 0.138 -0.17
C 4.930 -2.750 -5.343 -0.053 0.236 -0.168 -0.17
C 3.962 -2.725 -4.172 -0.083 -0.154 0.171 -0.21
O 4.725 -2.371 -3.014 0.153 -0.037 -0.224 -0.15
C 6.120 -2.446 -3.331 -0.072 0.194 0.062 -0.19
H 7.115 -2.882 -5.227 -0.066 -0.011 -0.026 0.09
H 6.239 -4.242 -4.515 -0.007 0.032 0.030 0.12
H 5.033 -1.747 -5.766 0.020 -0.045 -0.018 0.11
H 4.617 -3.425 -6.140 -0.001 0.001 0.035 0.11
H 3.523 -3.715 -3.996 -0.071 0.001 -0.085 0.12
H 3.154 -2.006 -4.310 0.048 0.035 0.108 0.10
H 6.508 -1.423 -3.394 0.091 -0.029 -0.006 0.11
H 6.650 -2.969 -2.533 -0.087 0.034 0.058 0.11
C 8.243 0.487 -8.109 -0.203 0.221 -0.028 -0.17
C 9.248 0.310 -6.984 0.287 -0.063 -0.032 -0.17
C 8.512 -0.640 -6.055 -0.203 -0.004 0.164 -0.21
O 7.671 -1.456 -6.882 0.179 0.311 -0.189 -0.17
C 7.628 -0.898 -8.202 0.063 -0.243 -0.065 -0.20
H 8.688 0.818 -9.048 -0.011 -0.030 0.017 0.11
H 7.482 1.216 -7.817 0.020 -0.020 -0.039 0.12
H 10.154 -0.168 -7.367 -0.014 0.025 0.037 0.12
H 9.534 1.242 -6.499 -0.029 -0.030 0.008 0.11
H 7.871 -0.094 -5.355 0.072 0.029 0.042 0.12
H 9.189 -1.276 -5.482 -0.073 -0.059 -0.022 0.12
H 8.212 -1.548 -8.863 -0.030 0.048 -0.070 0.12
H 6.597 -0.879 -8.557 -0.008 -0.072 0.080 0.12
C -5.568 3.083 7.960 0.175 -0.195 0.002 -0.17
C -6.913 3.478 7.376 -0.090 0.204 -0.106 -0.18
C -7.797 3.509 8.612 -0.035 -0.128 0.146 -0.22
O -6.957 3.878 9.711 -0.016 -0.014 -0.120 -0.16
C -5.583 3.805 9.294 -0.004 0.199 -0.036 -0.20
H -4.719 3.352 7.332 -0.047 -0.098 0.074 0.08
H -5.537 2.002 8.121 0.043 0.028 -0.040 0.12
H -6.847 4.479 6.938 -0.030 -0.031 -0.009 0.11
H -7.278 2.794 6.610 0.027 -0.005 0.029 0.11
H -8.217 2.519 8.825 -0.058 -0.004 -0.086 0.11
H -8.620 4.223 8.526 0.018 0.017 0.110 0.11
H -5.207 4.829 9.194 0.072 -0.030 0.002 0.11
H -4.996 3.292 10.058 -0.093 0.025 0.051 0.11
C -2.860 0.371 -1.474 -0.134 0.245 -0.077 -0.17
C -1.513 0.207 -2.157 0.132 -0.119 0.050 -0.19
C -0.636 1.146 -1.346 -0.070 0.245 0.149 -0.20
O -1.167 1.164 -0.020 -0.084 -0.023 -0.330 -0.15
C -2.455 0.529 -0.018 0.041 -0.174 0.167 -0.20
H -3.540 -0.466 -1.637 0.029 0.001 0.038 0.11
H -3.350 1.283 -1.830 -0.017 -0.038 0.014 0.11
H -1.166 -0.820 -2.045 -0.010 0.046 -0.056 0.10
H -1.524 0.448 -3.220 0.032 -0.039 0.013 0.11
H -0.676 2.169 -1.740 0.071 -0.008 -0.093 0.11
H 0.409 0.827 -1.315 0.001 0.029 0.079 0.11
H -2.353 -0.441 0.476 -0.147 0.041 0.061 0.11
H -3.160 1.133 0.554 0.117 -0.041 0.122 0.11
C 0.581 -2.845 -5.766 0.132 -0.269 0.003 -0.18
C -0.726 -2.433 -6.420 -0.055 0.212 -0.194 -0.17
C -1.676 -2.412 -5.233 -0.085 -0.131 0.200 -0.20
O -0.892 -2.062 -4.088 0.077 -0.255 -0.435 -0.16
C 0.495 -2.136 -4.426 -0.057 0.225 0.177 -0.22
H 1.467 -2.567 -6.338 -0.021 0.012 0.021 0.11
H 0.597 -3.929 -5.617 0.032 0.035 0.002 0.12
H -0.630 -1.427 -6.840 -0.026 -0.036 -0.002 0.12
H -1.052 -3.104 -7.214 -0.006 0.005 0.035 0.11
H -2.113 -3.401 -5.055 -0.052 0.006 -0.085 0.12
H -2.486 -1.691 -5.355 0.021 0.011 0.102 0.12
H 0.882 -1.112 -4.491 0.102 -0.025 0.001 0.12
H 1.034 -2.662 -3.636 -0.092 0.042 0.065 0.11

---

Record 2
99
Properties=species:S:1:pos:R:3:forces:R:3:lowdin_charge:R:1 method="wB97M-V/def2-TZVPD" charge=-2 e_homo_ha="-0.1021 / -0.1361" spin_multiplicity=3 gap_ha="0.21940 / 0.16373" e_above_lowest_kj_mol=184.0
Ti -1.210 0.207 -0.761 -0.874 -1.125 -1.274 0.77
C 2.759 -3.470 -2.165 0.106 0.056 0.226 -0.06
C 3.659 -3.279 -0.942 0.067 -0.106 -0.153 -0.56
C 4.041 -4.668 -0.413 -0.061 0.194 -0.036 -0.05
C 4.923 -2.527 -1.390 -0.140 -0.096 0.063 -0.04
C 2.974 -2.470 0.154 -0.153 0.059 -0.048 -0.17
C 3.596 -2.327 1.400 -0.040 0.080 0.254 -0.04
C 3.056 -1.549 2.410 0.157 -0.131 -0.041 -0.08
C 1.876 -0.877 2.165 -0.505 0.107 -0.286 -0.46
S 1.027 0.265 3.171 -0.205 0.026 -0.616 1.12
C -0.058 0.593 1.826 1.347 -1.080 -0.353 -0.52
N 0.140 -0.190 0.768 0.174 1.106 2.052 -0.06
C 1.229 -0.992 0.920 1.017 -0.646 0.526 -0.29
C 1.775 -1.814 -0.068 -0.177 0.117 -0.044 0.06
C -0.963 1.682 1.746 -1.066 1.433 -0.144 -0.28
C -1.171 2.578 2.808 0.307 -0.427 -0.291 -0.07
C -2.029 3.640 2.636 -0.082 0.115 0.248 -0.10
C -2.673 3.812 1.414 0.072 -0.199 -0.343 -0.07
C -2.437 2.940 0.357 -0.212 0.427 0.158 -0.07
C -1.587 1.847 0.477 0.392 0.359 1.420 -0.13
H 3.257 -4.111 -2.891 0.075 -0.045 -0.073 0.08
H 2.547 -2.519 -2.647 -0.116 0.088 -0.099 0.09
H 1.818 -3.939 -1.890 -0.171 -0.036 -0.029 0.09
H 4.506 -5.255 -1.204 0.059 -0.059 -0.096 0.08
H 3.150 -5.191 -0.074 -0.083 -0.115 0.067 0.09
H 4.742 -4.605 0.415 0.083 -0.036 0.117 0.07
H 5.437 -3.089 -2.168 0.069 -0.067 -0.094 0.08
H 5.614 -2.374 -0.564 0.087 0.007 0.117 0.08
H 4.656 -1.552 -1.791 -0.015 0.126 -0.046 0.09
H 4.534 -2.824 1.594 0.140 -0.047 -0.008 0.10
H 3.564 -1.430 3.355 0.089 -0.056 0.087 0.11
H 1.233 -1.875 -1.000 0.028 -0.050 -0.110 0.08
H -0.639 2.422 3.738 -0.030 0.111 0.205 0.09
H -2.201 4.342 3.442 0.007 -0.011 0.037 0.09
H -3.357 4.637 1.274 -0.038 0.142 0.027 0.10
H -2.930 3.143 -0.590 -0.048 -0.066 0.027 0.10
O -5.796 4.039 -4.591 -1.095 0.037 0.150 -0.04
C -4.608 4.098 -4.897 0.846 -0.987 0.724 -0.72
O -3.988 4.823 -5.670 0.470 0.737 -0.781 -0.04
C -3.697 3.056 -4.127 -0.153 0.539 -0.328 -0.08
C -2.311 3.077 -4.254 -0.222 -0.300 0.150 0.01
C -1.545 2.208 -3.493 0.178 0.133 -0.088 -0.10
N -2.068 1.354 -2.612 -0.399 0.103 0.429 0.06
C -3.408 1.308 -2.526 -0.224 0.302 -0.418 -0.18
C -4.254 2.129 -3.265 0.332 -0.446 0.347 0.06
C -3.954 0.330 -1.526 -1.297 0.458 -0.730 -0.51
O -5.142 0.034 -1.509 0.700 0.204 0.027 0.08
O -3.051 -0.106 -0.721 -1.768 -0.445 -0.018 -0.25
H -1.854 3.776 -4.938 0.019 0.056 -0.059 0.11
H -0.465 2.213 -3.595 -0.075 -0.034 0.090 0.09
H -5.323 2.052 -3.131 -0.017 0.071 -0.061 0.12
F 4.328 4.596 -2.653 0.001 -0.219 0.614 0.10
C 4.280 4.091 -1.401 0.627 0.597 -0.123 -0.13
C 5.207 4.536 -0.489 -0.141 0.165 -0.714 -0.13
F 6.123 5.438 -0.902 -0.444 -0.407 0.152 0.10
C 5.257 4.069 0.844 0.325 0.123 0.319 -0.05
C 4.271 3.105 1.165 -0.569 -0.517 0.059 -0.12
C 3.338 2.672 0.253 0.146 -0.187 0.827 -0.12
F 2.431 1.748 0.643 0.586 0.544 -0.088 0.11
C 3.295 3.139 -1.076 -0.707 -0.438 -0.555 -0.03
C 2.329 2.647 -2.012 1.403 0.896 0.739 -0.15
C 1.313 1.797 -1.660 -2.249 -2.100 0.618 -0.08
N 0.432 1.060 -1.444 3.396 2.551 -1.162 0.13
C 2.347 2.961 -3.378 0.091 0.207 -0.761 -0.22
N 2.319 3.153 -4.512 -0.004 0.054 -0.185 0.17
F 4.228 2.596 2.415 -0.001 0.238 -0.606 0.10
C 6.226 4.522 1.774 -0.877 -0.402 -0.834 -0.17
C 6.453 3.928 3.014 0.154 -0.672 1.096 -0.22
N 6.740 3.468 4.034 -0.073 0.051 -0.040 0.16
C 7.085 5.598 1.544 0.625 0.906 -0.279 -0.22
N 7.810 6.489 1.450 0.045 0.024 -0.026 0.16
C -2.062 -5.085 2.262 0.136 0.311 -0.115 -0.07
C -1.187 -3.890 1.893 0.163 -0.415 -0.043 -0.33
O -1.857 -2.693 2.204 -0.272 0.892 -0.251 -0.30
P -2.365 -1.727 0.907 -0.762 -1.049 0.992 0.91
O -3.347 -0.789 1.793 0.016 -0.069 -0.052 -0.27
C -3.057 -0.331 3.098 -0.179 0.062 0.420 -0.29
C -3.936 -1.050 4.115 0.241 0.122 -0.337 -0.06
O -3.450 -2.722 0.248 0.573 0.183 -0.058 -0.28
C -4.868 -2.532 0.249 -0.484 -0.063 -0.117 -0.27
C -5.487 -3.773 -0.373 0.292 0.262 0.178 -0.07
H -1.534 -6.020 2.083 0.051 -0.109 -0.034 0.07
H -2.970 -5.062 1.665 -0.070 -0.041 -0.061 0.06
H -2.339 -5.030 3.313 0.000 -0.009 0.103 0.07
H -0.945 -3.917 0.824 0.114 -0.108 0.004 0.11
H -0.248 -3.910 2.461 -0.038 -0.024 -0.123 0.11
H -3.260 0.746 3.111 0.098 -0.157 -0.003 0.12
H -2.004 -0.495 3.338 -0.014 0.046 0.073 0.09
H -4.984 -0.895 3.868 -0.122 0.012 0.016 0.07
H -3.741 -0.658 5.111 -0.019 0.035 0.164 0.07
H -3.720 -2.115 4.095 0.006 -0.103 0.033 0.07
H -5.118 -1.646 -0.342 0.104 -0.167 0.192 0.09
H -5.221 -2.377 1.274 0.055 -0.077 -0.063 0.11
H -5.026 -3.952 -1.341 0.002 -0.022 -0.135 0.06
H -6.555 -3.623 -0.507 -0.159 -0.012 -0.005 0.07
H -5.318 -4.643 0.258 -0.028 -0.166 0.056 0.06
S -2.226 -3.422 -3.287 -0.730 -0.965 -0.576 0.54
C -1.504 -2.219 -2.552 1.185 0.786 0.393 -0.98
N -0.888 -1.357 -2.032 -0.051 -1.151 -0.577 -0.05

---

Record 3
13
Properties=species:S:1:pos:R:3:forces:R:3:lowdin_charge:R:1 method="wB97M-V/def2-TZVPD" e_homo_ha=-0.3780 gap_ha=0.41322 e_above_lowest_kj_mol=501.0 smiles="[nH]1[nH]o1.CC(=O)O"
C -2.170 -0.017 1.298 0.102 0.071 -0.023 0.02
C -0.845 0.128 0.609 0.042 -0.030 0.084 -0.57
O -0.961 0.624 -0.614 -0.260 0.262 -0.546 0.11
O 0.216 -0.182 1.097 0.146 -0.104 0.283 0.06
H -0.091 0.694 -1.065 0.055 -0.214 0.336 0.09
H -2.030 -0.028 2.374 0.035 -0.011 -0.006 0.09
H -2.614 -0.962 0.990 -0.051 -0.052 -0.031 0.09
H -2.834 0.789 0.999 -0.086 0.008 0.010 0.09
N 2.150 -0.748 -1.610 -0.516 -1.494 0.034 -0.01
N 2.561 0.059 -0.530 1.380 0.114 0.795 -0.01
O 1.745 0.599 -1.549 -0.624 1.073 -0.547 -0.14
H 1.952 -0.131 0.289 -0.227 -0.157 -0.765 0.07
H 2.922 -0.825 -2.287 0.004 0.534 0.376 0.11

---

Record 4
12
Properties=species:S:1:pos:R:3:forces:R:3:lowdin_charge:R:1 method="wB97M-V/def2-TZVPD" e_homo_ha="-0.2670 / -0.2642" spin_multiplicity=2 gap_ha="0.25406 / 0.19689" e_above_lowest_kj_mol=0.0
C -0.659 -1.516 0.318 3.754 2.781 0.118 0.11
In 1.593 0.716 -0.706 1.528 1.199 -2.159 0.74
O 0.627 -1.576 0.696 -2.979 -1.545 0.126 -0.20
C 1.474 -0.462 1.070 -0.115 -0.470 1.682 -0.35
H 1.008 0.170 1.852 -0.024 -0.528 -0.116 0.06
H 2.374 -0.933 1.500 -0.375 0.245 -0.297 0.06
O -2.436 -0.538 -0.903 0.187 0.037 0.609 -0.01
C -1.229 -0.366 -0.186 -1.435 -1.447 -0.408 -0.38
C -0.861 0.996 -0.086 0.441 1.317 0.572 -0.22
C -0.498 2.172 -0.133 -0.793 -1.225 0.448 0.02
H -3.137 -0.338 -0.270 -0.198 0.011 -0.289 0.10
H -0.365 3.216 0.098 0.007 -0.374 -0.287 0.06

---

| no. | E_tot (a.u.) |
| --- | --- |
| 1 | -3052.0987 |
| 2 | -4955.8875 |
| 3 | -414.9048 |
| 4 | -533.2538 |